The following is a DFT calculation (ωB97M-V with the def2-TZVPD basis set) of a molecular structure, C38H37GeN5OSe2TcTe2.

Geometry as ORCA input:
```
! RIJCOSX wB97M-V def2-TZVPD def2/J DEFGRID3
* xyz 1 1
Tc -0.4728 0.9776 -0.3606
C -1.6586 1.2967 2.4055
N -0.5172 0.5860 1.7827
C 0.7989 0.8182 2.4149
C 1.8582 0.9021 1.3627
N 1.6093 1.0244 0.0786
C 2.8463 1.1722 -0.5409
C 3.1769 1.3160 -1.8856
C 4.5194 1.4062 -2.1962
C 5.5124 1.3509 -1.2064
C 5.1949 1.2052 0.1297
C 3.8431 1.1222 0.4353
N 3.1750 0.9579 1.6388
C -2.7571 1.3737 1.3944
N -2.5225 1.2836 0.1041
C -3.7601 1.3412 -0.5243
C -4.0921 1.2323 -1.8716
C -5.4300 1.3145 -2.1915
C -6.4138 1.5039 -1.2069
C -6.0948 1.6010 0.1322
C -4.7451 1.5040 0.4497
N -4.0699 1.5231 1.6639
H -1.3309 2.3061 2.6642
H -1.9968 0.7996 3.3192
H -0.7215 -0.4101 1.8025
H 1.0354 0.0284 3.1329
H 0.7738 1.7716 2.9474
H 2.4048 1.3645 -2.6402
H 4.8162 1.5224 -3.2297
H 6.5513 1.4242 -1.4981
H 5.9606 1.1600 0.8927
H 3.5924 0.8481 2.5464
H -3.3202 1.1309 -2.6220
H -5.7336 1.2497 -3.2273
H -7.4505 1.5737 -1.5072
H -6.8555 1.7417 0.8879
H -4.4765 1.6555 2.5737
Se -0.0909 4.0096 0.5825
Te -2.9710 4.7659 -0.8173
Te -0.5944 4.3959 -1.9002
Se -0.4214 2.0531 -2.7182
C 3.4826 4.9499 -0.0349
C 2.4913 4.9147 1.1128
C 3.1564 4.8408 2.4731
O 1.6714 3.7347 0.9538
H 4.1708 5.7890 0.0743
H 2.9680 5.0513 -0.9914
H 4.0638 4.0268 -0.0574
H 1.8416 5.7952 1.0672
H 3.8071 3.9650 2.5287
H 2.4106 4.7771 3.2666
H 3.7674 5.7261 2.6511
C -0.5381 -0.5865 -0.8844
Ge -0.4438 -2.5433 -0.6835
C 1.0920 -2.6630 0.5142
C 2.3637 -2.4777 -0.0308
C 3.4902 -2.4715 0.7765
C 3.3588 -2.6379 2.1493
C 2.1002 -2.8017 2.7087
C 0.9736 -2.8131 1.8943
C -0.1774 -3.4347 -2.3776
C -0.9752 -3.1026 -3.4713
C -0.7994 -3.7428 -4.6870
C 0.1746 -4.7237 -4.8188
C 0.9694 -5.0658 -3.7360
C 0.7954 -4.4213 -2.5188
C -2.1183 -2.9257 0.2426
C -2.2924 -4.0882 0.9946
C -3.4914 -4.3391 1.6468
C -4.5369 -3.4307 1.5534
C -4.3835 -2.2772 0.7982
C -3.1811 -2.0270 0.1511
H 2.4818 -2.3381 -1.1005
H 4.4689 -2.3354 0.3340
H 4.2388 -2.6521 2.7803
H 1.9952 -2.9475 3.7768
H -0.0021 -2.9570 2.3476
H -1.7393 -2.3376 -3.3799
H -1.4206 -3.4795 -5.5327
H 0.3123 -5.2231 -5.7689
H 1.7250 -5.8335 -3.8380
H 1.4229 -4.6933 -1.6773
H -1.4956 -4.8211 1.0632
H -3.6126 -5.2486 2.2205
H -5.4731 -3.6302 2.0584
H -5.2041 -1.5770 0.6960
H -3.0801 -1.1267 -0.4426
*
```

* maximum force: 0.6 eV Å⁻¹
* Kohn-Sham gap: 6.6 eV
* HOMO: -9.50 eV

Here is what Mulliken gives for the atomic charges, in e: Tc -0.07; C -0.98; N 0.57; C -1.47; C -0.80; N 1.94; C 0.00; C -1.07; C -0.78; C -0.57; C -1.19; C 0.78; N 0.64; C -0.38; N 1.22; C -0.71; C -0.52; C -0.79; C -0.52; C -1.17; C 1.13; N -0.08; H 0.40; H 0.49; H -0.31; H 0.38; H 0.36; H 0.34; H 0.48; H 0.47; H 0.51; H 0.31; H 0.41; H 0.46; H 0.45; H 0.48; H 0.24; Se -0.02; Te -0.35; Te -0.04; Se -0.40; C -1.09; C 0.51; C -1.41; O -0.40; H 0.48; H 0.23; H 0.10; H 0.44; H 0.22; H 0.31; H 0.46; C 0.65; Ge 1.55; C 0.60; C -0.60; C -0.74; C -0.63; C -0.78; C -0.43; C 0.33; C -0.52; C -0.72; C -0.49; C -0.65; C -0.53; C 0.15; C -0.25; C -0.73; C -0.64; C -0.34; C -0.62; H 0.53; H 0.49; H 0.47; H 0.49; H 0.41; H 0.41; H 0.41; H 0.39; H 0.41; H 0.34; H 0.44; H 0.41; H 0.42; H 0.47; H 0.59


The following is a DFT calculation (ωB97M-V with the def2-TZVPD basis set) of C3H7NO2 in the gas phase at a distorted geometry.

Geometry as ORCA input:
```
! RIJCOSX wB97M-V def2-TZVPD def2/J DEFGRID3
* xyz 0 1
C -1.7509 0.1462 0.7794
C -0.6462 -0.8711 0.3446
O -0.1720 -0.5764 -0.9536
C 0.9975 0.0846 -0.9650
N 1.6925 0.1034 0.1104
O 2.8080 0.8886 -0.0171
H -1.3719 1.3023 0.8289
H -2.0512 -0.1903 1.7490
H -2.6305 0.1702 -0.0480
H 0.2904 -0.9838 0.9667
H -1.0677 -1.9764 0.2430
H 1.1318 0.5544 -2.0729
H 2.7702 1.3483 -0.9655
*
```

* structure (SMILES): CCO/C=N/O
* maximum force: 3.3 eV Å⁻¹
* ΔE to the lowest compared entry with this formula, charge and spin: 106.3 kcal/mol
* Kohn-Sham gap: 9.9 eV
* HOMO: -9.08 eV

Here is what natural (NBO) gives for the atomic charges, in e: C -0.64; C -0.11; O -0.51; C 0.32; N -0.20; O -0.53; H 0.22; H 0.22; H 0.22; H 0.23; H 0.18; H 0.17; H 0.43


The following is a DFT calculation (ωB97M-V with the def2-TZVPD basis set) of 2 unconnected molecules or ions with the total composition C4H14N2O2 at a distorted geometry.

Geometry as ORCA input:
```
! RIJCOSX wB97M-V def2-TZVPD def2/J DEFGRID3
* xyz 0 1
C -1.4036 1.8671 0.1192
C -1.7974 0.8412 1.1919
O -3.1584 0.9028 1.5253
C -1.2718 -0.6026 0.9319
N 0.0724 -0.6653 0.3622
C 1.0446 -0.1270 1.3220
N 2.3462 -0.2464 0.6349
H -1.5118 1.4252 -0.8938
H -0.5599 2.5475 -0.0746
H -2.3848 2.3813 0.0352
H -1.3078 1.1541 2.1568
H -3.6144 0.0709 1.3554
H -1.4779 -1.2864 1.7677
H -1.9951 -0.9863 0.1315
H 0.2429 -1.6577 0.2238
H 0.7280 0.9347 1.4154
H 1.0900 -0.7157 2.2367
H 2.3589 -0.5159 -0.3305
H 2.9038 0.5429 0.9149
O 3.0206 -2.2637 -4.8682
H 2.7548 -1.5764 -5.5091
H 3.9210 -2.0242 -4.6486
*
```

* structure (SMILES): C[C@@H](O)CNCN.O
* maximum force: 4.0 eV Å⁻¹
* ΔE to the lowest compared entry with this formula, charge and spin: 51.2 kcal/mol
* Kohn-Sham gap: 9.9 eV
* HOMO: -9.04 eV

Here is what natural (NBO) gives for the atomic charges, in e: C -0.70; C 0.10; O -0.72; C -0.25; N -0.62; C -0.05; N -0.88; H 0.21; H 0.24; H 0.24; H 0.16; H 0.47; H 0.18; H 0.18; H 0.36; H 0.17; H 0.16; H 0.38; H 0.36; O -0.93; H 0.47; H 0.47


The following is a DFT calculation (ωB97M-V with the def2-TZVPD basis set) of a molecular structure, C6H7Br2ClO at a distorted geometry.

Geometry as ORCA input:
```
! RIJCOSX wB97M-V def2-TZVPD def2/J DEFGRID3
* xyz 0 1
C 0.2113 1.2568 -1.2691
C -0.3077 1.3971 1.1474
C 0.2352 0.5619 -0.0120
C -1.5386 0.6628 0.7706
C 0.4954 -1.9448 -0.5086
C 0.9950 -0.7034 0.2345
O -0.4203 2.2433 -1.5293
Cl 1.2817 0.5707 -2.5027
Br -2.8692 1.4080 -0.3157
Br -2.0343 -0.8740 1.7335
H 0.0973 1.1700 2.1291
H -0.3254 2.4653 0.9438
H -0.5159 -2.2088 -0.2150
H 1.1371 -2.7849 -0.2571
H 0.5281 -1.8030 -1.5835
H 2.0276 -0.5188 -0.0743
H 1.0028 -0.8980 1.3083
*
```

* maximum force: 2.8 eV Å⁻¹
* ΔE to the lowest compared entry with this formula, charge and spin: 0.0 kcal/mol
* Kohn-Sham gap: 8.8 eV
* HOMO: -8.98 eV

Here is what natural (NBO) gives for the atomic charges, in e: C 0.50; C -0.47; C -0.11; C -0.20; C -0.61; C -0.44; O -0.53; Cl -0.08; Br 0.19; Br 0.14; H 0.24; H 0.26; H 0.21; H 0.21; H 0.22; H 0.24; H 0.22


The following is a DFT calculation (ωB97M-V with the def2-TZVPD basis set) of C15H16N8O3 in the gas phase at a distorted geometry.

Geometry as ORCA input:
```
! RIJCOSX wB97M-V def2-TZVPD def2/J DEFGRID3
* xyz 0 1
C 1.4709 -3.7520 1.1824
O 0.7943 -2.6782 1.7894
C 0.0953 -1.8784 0.8529
C -0.5525 -0.7468 1.5580
C -0.5574 0.6127 1.2899
C 0.1277 1.3303 0.1992
O 0.9019 0.7814 -0.5668
N -0.2033 2.6444 0.1840
N 0.3504 3.6376 -0.5750
C 0.6253 3.4876 -1.8095
C 1.3201 4.6368 -2.4694
C 0.2811 2.3348 -2.6638
C -1.0237 1.8456 -2.6631
C -1.3738 0.7857 -3.4772
C -0.4264 0.1970 -4.2978
C 0.8708 0.6811 -4.3078
C 1.2221 1.7500 -3.5055
N -1.3277 1.2142 2.2291
N -1.7836 0.3458 3.0315
N -1.3417 -0.8622 2.6585
C -1.6635 -2.0165 3.3606
N -2.8340 -2.5868 3.3271
O -2.7792 -3.6301 4.1435
N -1.5598 -3.7569 4.7177
C -0.8233 -2.7720 4.2651
N 0.4371 -2.4828 4.6487
H 0.7680 -4.4251 0.6787
H 2.2038 -3.3912 0.4529
H 1.9800 -4.2890 1.9802
H 0.7768 -1.4647 0.0973
H -0.6715 -2.4852 0.3412
H -0.6992 2.9951 0.9967
H 2.3327 4.3480 -2.7456
H 0.7925 4.9227 -3.3774
H 1.3670 5.4785 -1.7849
H -1.7672 2.3071 -2.0277
H -2.3890 0.4159 -3.4682
H -0.6987 -0.6379 -4.9267
H 1.6130 0.2230 -4.9454
H 2.2402 2.1089 -3.5044
H 0.8978 -3.2074 5.1759
H 1.0069 -2.0210 3.9556
*
```

* structure (SMILES): COCc1c(C(=O)N/N=C(/C)c2ccccc2)nnn1-c1nonc1N
* maximum force: 1.7 eV Å⁻¹
* Kohn-Sham gap: 9.3 eV
* HOMO: -8.92 eV

Here is what natural (NBO) gives for the atomic charges, in e: C -0.25; O -0.56; C -0.12; C 0.15; C 0.01; C 0.61; O -0.61; N -0.45; N -0.26; C 0.28; C -0.64; C -0.11; C -0.20; C -0.21; C -0.21; C -0.22; C -0.12; N -0.24; N -0.01; N -0.19; C 0.20; N -0.04; O -0.12; N -0.16; C 0.30; N -0.79; H 0.17; H 0.18; H 0.20; H 0.24; H 0.19; H 0.42; H 0.22; H 0.22; H 0.24; H 0.22; H 0.21; H 0.21; H 0.21; H 0.20; H 0.40; H 0.41


The following is a DFT calculation (ωB97M-V with the def2-TZVPD basis set) of C22H26N2O5 in the gas phase.

Geometry as ORCA input:
```
! RIJCOSX wB97M-V def2-TZVPD def2/J DEFGRID3
* xyz 0 1
C -4.5758 -1.4206 -1.6407
O -3.8618 -2.1996 -0.7113
C -2.5135 -2.0257 -0.6221
C -1.7649 -1.1781 -1.4291
C -0.3970 -1.0789 -1.2483
C 0.2455 -1.8278 -0.2727
N 1.6422 -1.7246 -0.0974
C 2.5674 -1.7975 -1.2145
C 3.8850 -1.2672 -0.6403
C 4.0469 0.2462 -0.8078
O 5.1082 0.7489 -1.1136
N 2.9285 0.9582 -0.5760
C 2.9071 2.4020 -0.5636
C 2.0912 2.9063 0.6308
C 0.6362 2.5579 0.4712
C -0.1670 3.2919 -0.3891
C -1.5012 2.9691 -0.5511
C -2.0827 1.9156 0.1427
O -3.4045 1.5596 -0.0129
C -4.2621 2.4525 -0.6796
C -1.2852 1.1717 1.0312
O -1.6809 0.1225 1.7974
C -3.0352 -0.0468 2.1500
C 0.0634 1.5004 1.1588
C 3.7675 -1.6143 0.8472
C 2.2689 -1.6602 1.1105
O 1.7335 -1.6203 2.1921
C -0.5052 -2.6710 0.5413
C -1.8666 -2.7668 0.3678
H -4.2765 -1.6462 -2.6697
H -5.6232 -1.6866 -1.5060
H -4.4430 -0.3526 -1.4461
H -2.2308 -0.5782 -2.1946
H 0.1604 -0.3964 -1.8734
H 2.2179 -1.2108 -2.0656
H 2.6732 -2.8411 -1.5400
H 4.7541 -1.7340 -1.1059
H 2.0784 0.5057 -0.2744
H 3.9446 2.7412 -0.5098
H 2.4663 2.7760 -1.4959
H 2.2047 3.9897 0.6941
H 2.4846 2.4629 1.5464
H 0.2448 4.1278 -0.9347
H -2.0943 3.5550 -1.2352
H -4.0423 2.5056 -1.7519
H -5.2671 2.0542 -0.5410
H -4.2112 3.4576 -0.2499
H -3.0304 -0.8125 2.9250
H -3.4614 0.8759 2.5534
H -3.6413 -0.3870 1.3095
H 0.6385 0.9020 1.8498
H 4.2563 -0.8941 1.5018
H 4.1836 -2.6007 1.0631
H -0.0161 -3.2350 1.3183
H -2.4608 -3.4130 0.9938
*
```

* structure (SMILES): COc1ccc(N2C[C@@H](C(=O)NCCc3ccc(OC)c(OC)c3)CC2=O)cc1
* maximum force: 0.6 eV Å⁻¹
* ΔE to the lowest compared entry with this formula, charge and spin: 52.3 kcal/mol
* Kohn-Sham gap: 8.6 eV
* HOMO: -8.05 eV

Here is what natural (NBO) gives for the atomic charges, in e: C -0.26; O -0.51; C 0.38; C -0.33; C -0.22; C 0.18; N -0.49; C -0.20; C -0.31; C 0.68; O -0.62; N -0.64; C -0.21; C -0.43; C -0.05; C -0.18; C -0.29; C 0.20; O -0.52; C -0.25; C 0.35; O -0.51; C -0.24; C -0.29; C -0.50; C 0.69; O -0.60; C -0.20; C -0.26; H 0.17; H 0.20; H 0.18; H 0.22; H 0.21; H 0.21; H 0.20; H 0.24; H 0.41; H 0.23; H 0.19; H 0.22; H 0.22; H 0.20; H 0.22; H 0.17; H 0.20; H 0.18; H 0.19; H 0.18; H 0.19; H 0.24; H 0.25; H 0.24; H 0.24; H 0.22